DFT (wB97M-V/def2-TZVPD) results for a cluster of 2 separate species, C2H4N4S in total in a non-equilibrium geometry.

Computed properties:
LUMO level	-0.0425	eV
calculated total energy	-18929.565	eV
energy relative to the best compared isomer or geometry (same formula, charge and spin)	115.0	kcal/mol
F_max	2.66	eV/Å
HOMO-LUMO gap	8.5	eV

Geometry (Å):
1 C -0.835 -1.261 1.844
2 C 1.015 -0.828 -0.011
3 N -1.868 -0.871 2.219
4 N 1.608 -1.831 0.043
5 N -2.649 -0.315 3.025
6 N 0.891 0.537 -2.154
7 S 0.175 0.597 -0.585
8 H -0.158 -1.917 1.316
9 H -3.474 -0.118 2.433
10 H 0.122 0.400 -2.765
11 H 1.574 1.356 -2.321

***

DFT (wB97M-V/def2-TZVPD) results for a structure of composition C32H59N4O10P2PtS.

Computed properties:
net charge	+1
LUMO level (spin up / spin down)	-3.2422 / -4.4639	eV
calculated total energy	-93237.009	eV
energy relative to the best compared isomer or geometry (same formula, charge and spin)	0.0	kcal/mol
spin multiplicity	5
F_max	0.43	eV/Å
HOMO-LUMO gap (spin up / spin down)	7.1 / 6.8	eV

Geometry (Å):
1 Pt 0.117 0.054 -0.020
2 C -2.132 0.574 -3.854
3 C -0.917 0.795 -2.996
4 O -0.465 -0.116 -2.293
5 N -0.368 2.016 -3.042
6 C 0.856 2.380 -2.345
7 C 0.597 3.035 -1.011
8 C 0.950 4.354 -0.790
9 C 0.665 4.943 0.433
10 C 0.005 4.201 1.392
11 C -0.319 2.886 1.106
12 N -0.015 2.312 -0.059
13 H -2.359 -0.487 -3.877
14 H -1.976 0.940 -4.868
15 H -2.980 1.109 -3.422
16 H -0.823 2.714 -3.607
17 H 1.410 3.071 -2.979
18 H 1.462 1.486 -2.210
19 H 1.446 4.912 -1.573
20 H 0.950 5.969 0.625
21 H -0.243 4.613 2.359
22 H -0.815 2.259 1.832
23 C -2.899 -1.828 -0.755
24 C -2.713 -1.103 0.587
25 C -4.035 -0.535 1.085
26 C -2.081 -2.031 1.617
27 O -1.869 0.001 0.300
28 H -3.483 -2.732 -0.584
29 H -1.932 -2.105 -1.177
30 H -3.429 -1.194 -1.465
31 H -4.759 -1.336 1.239
32 H -4.442 0.170 0.360
33 H -3.885 -0.016 2.031
34 H -2.770 -2.854 1.814
35 H -1.885 -1.499 2.544
36 H -1.141 -2.440 1.247
37 S 1.069 -2.365 -0.705
38 C 1.124 -3.768 0.297
39 N 2.268 -4.005 0.976
40 C 2.422 -5.092 1.738
41 C 1.396 -5.995 1.823
42 C 0.237 -5.690 1.108
43 N 0.097 -4.603 0.361
44 H 2.963 -3.233 0.907
45 H 3.364 -5.190 2.258
46 H 1.476 -6.888 2.422
47 H -0.619 -6.353 1.143
48 C 2.329 -1.175 5.636
49 C 1.168 -1.874 4.947
50 C 1.633 -2.734 3.781
51 C 0.387 -2.723 5.938
52 O 0.208 -0.917 4.468
53 P 0.449 0.294 3.442
54 O 1.466 1.259 3.899
55 O 0.644 -0.310 2.052
56 O -1.045 0.881 3.427
57 C -1.788 1.384 4.577
58 C -2.641 0.247 5.119
59 C -0.867 1.938 5.653
60 C -2.667 2.490 4.012
61 H 3.056 -1.916 5.971
62 H 1.973 -0.623 6.506
63 H 2.815 -0.468 4.966
64 H 2.229 -3.567 4.163
65 H 2.226 -2.160 3.066
66 H 0.756 -3.128 3.261
67 H 1.033 -3.484 6.379
68 H -0.450 -3.215 5.441
69 H -0.004 -2.098 6.740
70 H -2.011 -0.578 5.449
71 H -3.326 -0.119 4.353
72 H -3.232 0.600 5.966
73 H -0.266 1.150 6.107
74 H -1.478 2.399 6.431
75 H -0.189 2.684 5.241
76 H -3.234 2.126 3.155
77 H -2.059 3.340 3.697
78 H -3.370 2.838 4.769
79 C 4.273 0.133 2.739
80 C 4.566 1.091 1.605
81 C 3.524 2.192 1.515
82 C 5.968 1.664 1.698
83 O 4.596 0.323 0.345
84 P 3.449 -0.453 -0.379
85 O 3.160 -1.775 0.339
86 O 2.211 0.384 -0.584
87 O 4.030 -0.712 -1.817
88 C 5.318 -1.291 -2.200
89 C 6.318 -0.151 -2.308
90 C 5.779 -2.338 -1.198
91 C 5.053 -1.922 -3.555
92 H 4.259 0.679 3.682
93 H 5.032 -0.650 2.785
94 H 3.288 -0.310 2.606
95 H 3.574 2.794 2.423
96 H 2.516 1.782 1.460
97 H 3.719 2.826 0.649
98 H 6.070 2.231 2.623
99 H 6.165 2.329 0.857
100 H 6.709 0.864 1.697
101 H 6.438 0.345 -1.346
102 H 5.977 0.579 -3.042
103 H 7.287 -0.537 -2.627
104 H 5.972 -1.898 -0.219
105 H 6.703 -2.786 -1.562
106 H 5.032 -3.126 -1.095
107 H 4.650 -1.180 -4.243
108 H 4.335 -2.738 -3.463
109 H 5.980 -2.317 -3.971

***

DFT (wB97M-V/def2-TZVPD) results for a structure of composition C3H6N2O in a non-equilibrium geometry.

Computed properties:
LUMO level	0.5951	eV
calculated total energy	-8231.644	eV
energy relative to the best compared isomer or geometry (same formula, charge and spin)	116.6	kcal/mol
F_max	2.25	eV/Å
HOMO-LUMO gap	9.8	eV

Geometry (Å):
1 C 0.899 0.821 0.897
2 N 0.329 1.525 0.046
3 C -1.077 -1.107 -0.819
4 C 1.596 0.104 1.713
5 O -0.680 -1.154 0.321
6 N -1.850 -1.736 -1.575
7 H -0.322 2.233 0.378
8 H -0.042 0.890 -1.081
9 H -2.154 -1.284 -2.422
10 H -0.485 0.131 -1.544
11 H 2.574 0.428 2.042
12 H 1.211 -0.851 2.043

***

DFT (wB97M-V/def2-TZVPD) results for a cluster of 13 separate species, C30H54N8O5S in total in a non-equilibrium geometry.

Computed properties:
LUMO level	0.0145	eV
calculated total energy	-64976.838	eV
F_max	1.02	eV/Å
HOMO-LUMO gap	9.5	eV

Geometry (Å):
1 C 5.832 -8.365 -9.011
2 C 6.803 -7.324 -9.321
3 N 7.553 -6.499 -9.578
4 H 5.599 -8.313 -7.950
5 H 6.192 -9.340 -9.324
6 H 4.932 -8.139 -9.589
7 C 3.030 -0.662 -8.837
8 C 2.882 -1.122 -10.218
9 N 2.760 -1.495 -11.299
10 H 3.562 0.287 -8.830
11 H 3.588 -1.360 -8.219
12 H 2.025 -0.553 -8.430
13 C 9.566 -3.915 -9.421
14 C 10.256 -4.934 -8.630
15 N 10.808 -5.690 -7.971
16 H 9.147 -4.390 -10.304
17 H 10.311 -3.184 -9.731
18 H 8.786 -3.440 -8.834
19 C 4.855 -7.650 -3.970
20 C 5.969 -7.823 -4.896
21 N 6.805 -8.002 -5.661
22 H 4.215 -8.527 -4.089
23 H 4.241 -6.804 -4.269
24 H 5.220 -7.550 -2.954
25 C 2.147 -9.250 -7.365
26 C 2.817 -8.030 -6.967
27 N 3.325 -7.041 -6.698
28 H 1.072 -9.143 -7.217
29 H 2.471 -10.132 -6.818
30 H 2.320 -9.426 -8.427
31 C 10.553 -6.555 -4.820
32 C 10.586 -7.701 -3.924
33 N 10.664 -8.621 -3.245
34 H 10.552 -5.614 -4.269
35 H 9.726 -6.594 -5.519
36 H 11.486 -6.539 -5.386
37 C 8.790 -0.398 -4.620
38 C 9.047 -0.797 -6.001
39 N 9.243 -1.130 -7.086
40 H 9.740 -0.111 -4.173
41 H 8.317 -1.213 -4.077
42 H 8.104 0.446 -4.592
43 C 6.584 -4.792 -12.467
44 C 6.322 -3.781 -11.459
45 N 6.134 -2.995 -10.646
46 H 7.655 -5.006 -12.445
47 H 6.365 -4.421 -13.466
48 H 6.048 -5.714 -12.267
49 C 0.621 -2.665 -5.060
50 S 2.266 -2.036 -5.415
51 O 2.456 -0.873 -4.512
52 C 3.204 -3.390 -4.725
53 H -0.092 -2.032 -5.586
54 H 0.451 -2.520 -3.992
55 H 0.504 -3.711 -5.334
56 H 2.959 -3.606 -3.684
57 H 4.260 -3.168 -4.871
58 H 2.979 -4.308 -5.282
59 C 6.013 -4.679 -2.520
60 C 7.486 -5.026 -2.559
61 O 7.823 -6.182 -2.683
62 C 8.476 -3.900 -2.473
63 H 5.789 -3.822 -1.887
64 H 5.477 -5.549 -2.137
65 H 5.594 -4.561 -3.521
66 H 9.445 -4.297 -2.173
67 H 8.161 -3.185 -1.712
68 H 8.525 -3.378 -3.429
69 C 1.976 -4.306 -8.348
70 C 1.999 -5.331 -9.459
71 O 1.027 -5.972 -9.774
72 C 3.357 -5.515 -10.078
73 H 2.551 -4.725 -7.518
74 H 0.962 -4.078 -8.030
75 H 2.477 -3.391 -8.663
76 H 4.005 -5.849 -9.255
77 H 3.777 -4.541 -10.343
78 H 3.383 -6.210 -10.911
79 C 5.173 -0.771 -2.951
80 C 5.915 -0.530 -1.668
81 O 7.045 -0.927 -1.493
82 C 5.228 0.282 -0.593
83 H 4.272 -1.364 -2.820
84 H 5.844 -1.281 -3.643
85 H 4.912 0.201 -3.375
86 H 5.721 1.255 -0.574
87 H 5.403 -0.204 0.368
88 H 4.156 0.395 -0.733
89 C 7.922 -4.597 -6.315
90 C 6.720 -3.691 -6.220
91 O 6.605 -2.921 -5.280
92 C 5.637 -3.836 -7.235
93 H 7.903 -5.165 -7.244
94 H 7.798 -5.312 -5.496
95 H 8.840 -4.027 -6.200
96 H 5.123 -4.808 -7.237
97 H 6.042 -3.778 -8.250
98 H 4.822 -3.130 -7.077

***

DFT (wB97M-V/def2-TZVPD) results for a structure of composition C16H18BrPdS3 in a non-equilibrium geometry.

Computed properties:
net charge	+3
LUMO level (spin up / spin down)	-14.4754 / -14.5736	eV
calculated total energy	-122879.379	eV
F_max	3.66	eV/Å
HOMO-LUMO gap (spin up / spin down)	2.4 / 2.2	eV

Geometry (Å):
1 Pd 0.520 -0.356 -0.290
2 C -3.896 -1.567 -0.762
3 C -3.480 -1.490 0.706
4 S -1.729 -1.058 1.080
5 C -0.894 -2.662 1.363
6 C -0.769 -3.535 0.129
7 S 0.210 -2.795 -1.227
8 C -1.032 -1.916 -2.286
9 C -2.211 -2.749 -2.766
10 S -3.515 -3.162 -1.560
11 H -3.505 -0.738 -1.350
12 H -4.989 -1.509 -0.785
13 H -3.717 -2.408 1.243
14 H -4.034 -0.665 1.163
15 H -1.432 -3.202 2.148
16 H 0.096 -2.394 1.757
17 H -1.750 -3.821 -0.272
18 H -0.238 -4.453 0.400
19 H -0.447 -1.646 -3.173
20 H -1.362 -0.989 -1.781
21 H -1.875 -3.709 -3.169
22 H -2.711 -2.207 -3.576
23 Br 2.960 0.039 -1.423
24 C 3.272 1.672 -0.477
25 C 4.458 2.355 -0.722
26 C 4.695 3.574 -0.099
27 C 3.748 4.099 0.775
28 C 2.547 3.414 1.060
29 C 1.590 3.932 1.957
30 C 0.426 3.238 2.252
31 C 0.184 1.998 1.657
32 C 1.088 1.476 0.742
33 C 2.287 2.149 0.426
34 H 5.190 1.938 -1.397
35 H 5.615 4.107 -0.301
36 H 3.940 5.048 1.256
37 H 1.770 4.886 2.436
38 H -0.288 3.651 2.951
39 H -0.720 1.455 1.918